Record 1
DFT (ωB97M-V/def2-TZVPD) results for C4H29NO12 as an isolated structure at a distorted geometry.

Last column: Mulliken charge in e.
Geometry (Å):
C (-1.101, -1.821, -0.179)  -0.413
O (-0.099, -2.236, -1.021)  -0.500
C (-0.473, -0.834, 0.920)  1.030
C (-1.530, -0.323, 1.879)  -0.919
C (-2.595, 0.415, 1.033)  0.215
O (-3.861, 0.193, 1.671)  -0.620
N (0.544, -1.478, 1.771)  -0.745
H (-1.474, -2.912, 0.230)  0.056
H (-1.935, -1.230, -0.755)  0.066
H (-0.192, 0.178, 0.322)  -0.735
H (-1.167, 0.354, 2.654)  0.354
H (-1.818, -1.105, 2.646)  0.364
H (-2.388, 1.572, 0.997)  -0.333
H (-2.770, 0.172, -0.028)  0.221
H (0.617, -2.421, 1.427)  0.386
H (1.438, -1.193, 1.376)  0.391
H (4.072, -0.328, 1.399)  0.311
H (3.909, -1.211, 0.215)  0.312
O (4.601, -0.878, 0.922)  -0.678
H (-3.214, 4.455, 0.734)  0.262
H (-2.444, 3.318, 0.068)  0.397
O (-3.239, 3.554, 0.718)  -0.712
H (0.643, -3.440, -3.596)  0.311
H (-0.022, -3.540, -2.243)  0.429
O (0.356, -4.154, -2.921)  -0.736
H (2.619, 2.094, -0.080)  0.401
H (2.918, 0.880, 0.932)  0.189
O (3.325, 1.314, 0.198)  -0.711
H (-4.314, 0.972, 1.490)  0.349
H (-0.894, 3.447, 2.390)  0.324
O (-0.065, 3.959, 2.176)  -0.693
H (1.054, -1.912, -0.695)  0.251
H (1.555, -0.397, -0.881)  0.170
O (2.007, -1.191, -0.523)  -0.570
H (-0.107, 3.826, 1.082)  0.359
H (-0.923, 3.844, -1.471)  0.061
O (-1.111, 3.563, -0.619)  -0.994
H (0.106, 2.637, -0.198)  0.415
H (0.638, 1.278, 0.369)  0.574
O (0.993, 2.231, 0.052)  -0.796
H (-0.445, -1.411, -3.057)  0.317
H (-1.482, -0.304, -2.771)  0.288
O (-1.171, -0.834, -3.390)  -0.668
H (3.275, -2.414, -1.364)  0.416
H (2.648, -3.543, -2.015)  0.331
O (3.516, -3.146, -1.865)  -0.728

Calculated values
energy above the lowest of the compared OMol25 structures with the same formula, charge and spin: 93.7 kcal per mole
HOMO level: -0.1196 hartree
net charge: -2
multiplicity: 1
calculated total energy: -1127.33481 a.u.


Record 2
DFT (ωB97M-V/def2-TZVPD) results for a 2-piece molecular cluster, H4O2 overall at a distorted geometry.

Last column: Mulliken charge in e.
Geometry (Å):
O (1.216, 1.060, 0.899)  -0.627
H (1.038, 0.696, 1.802)  0.330
H (0.342, 1.057, 0.426)  0.301
O (-0.858, -0.978, -1.425)  -0.612
H (-1.038, -1.663, -0.753)  0.327
H (-0.700, -0.172, -0.949)  0.280

Calculated values
energy above the lowest of the compared OMol25 structures with the same formula, charge and spin: 8.3 kcal per mole
HOMO level: -0.4319 hartree
net charge: 0
SMILES string: O.O
multiplicity: 1
calculated total energy: -152.86176 a.u.


Record 3
DFT (ωB97M-V/def2-TZVPD) results for C30H31BeN6O2PS as an isolated structure.

Last column: Mulliken charge in e.
Geometry (Å):
Be (-0.864, -0.962, -0.421)  -0.744
C (-2.674, 1.651, -2.730)  -1.704
C (-2.184, 0.480, -1.951)  0.309
N (-1.271, 0.580, -1.038)  0.816
O (-0.745, 1.843, -0.843)  -0.643
C (-2.692, -0.864, -2.166)  0.431
C (-3.777, -1.246, -3.112)  -1.686
N (-2.080, -1.731, -1.389)  1.195
O (-2.386, -2.954, -1.341)  -0.817
H (-2.567, 2.569, -2.160)  0.438
H (-3.712, 1.504, -3.022)  0.404
H (-2.079, 1.751, -3.641)  0.316
H (-0.187, 1.768, -0.042)  -0.101
H (-3.724, -0.674, -4.039)  0.440
H (-4.772, -1.106, -2.681)  0.280
H (-3.668, -2.306, -3.341)  0.382
S (1.024, -1.673, -0.369)  -0.570
C (0.566, -2.663, 1.002)  0.418
N (1.219, -3.701, 1.366)  -0.819
N (0.714, -4.473, 2.383)  0.116
C (-0.636, -4.948, 2.370)  0.680
C (-1.164, -5.421, 3.563)  -0.423
C (-2.467, -5.901, 3.607)  -0.516
C (-3.257, -5.888, 2.468)  -0.629
C (-2.725, -5.409, 1.275)  -0.474
C (-1.418, -4.955, 1.216)  -0.543
N (-0.589, -2.298, 1.754)  0.044
N (-1.291, -1.427, 1.224)  0.860
C (-2.449, -1.049, 1.973)  0.466
C (-2.944, 0.236, 1.803)  -0.082
C (-4.057, 0.631, 2.530)  -0.906
C (-4.673, -0.261, 3.397)  -0.526
C (-4.177, -1.551, 3.543)  -0.658
C (-3.059, -1.955, 2.834)  -0.133
H (1.372, -5.216, 2.557)  0.252
H (-0.554, -5.393, 4.458)  0.405
H (-2.867, -6.268, 4.544)  0.369
H (-4.278, -6.244, 2.506)  0.393
H (-3.325, -5.381, 0.376)  0.464
H (-1.036, -4.576, 0.278)  0.484
H (-2.449, 0.922, 1.129)  0.394
H (-4.443, 1.635, 2.417)  0.431
H (-5.547, 0.048, 3.955)  0.394
H (-4.667, -2.250, 4.207)  0.448
H (-2.667, -2.959, 2.924)  -0.033
C (1.263, 3.025, 3.041)  -1.662
P (1.237, 1.595, 1.884)  1.203
C (1.770, 0.269, 3.023)  0.555
C (0.769, -0.460, 3.660)  -0.512
C (1.083, -1.473, 4.554)  -0.463
C (2.411, -1.761, 4.828)  -0.668
C (3.418, -1.024, 4.219)  -0.699
C (3.102, -0.013, 3.325)  -0.332
C (2.703, 1.929, 0.841)  0.562
C (3.427, 0.890, 0.257)  -0.502
C (4.464, 1.160, -0.623)  -0.888
C (4.792, 2.470, -0.941)  -0.485
C (4.073, 3.511, -0.374)  -0.595
C (3.037, 3.242, 0.509)  -0.747
H (0.908, 3.930, 2.550)  0.491
H (2.259, 3.195, 3.452)  0.432
H (0.574, 2.797, 3.856)  0.436
H (-0.272, -0.238, 3.452)  0.461
H (0.290, -2.046, 5.016)  0.401
H (2.663, -2.560, 5.513)  0.413
H (4.456, -1.240, 4.438)  0.418
H (3.895, 0.551, 2.853)  0.468
H (3.172, -0.137, 0.479)  0.643
H (5.014, 0.338, -1.065)  0.418
H (5.601, 2.678, -1.629)  0.378
H (4.319, 4.537, -0.616)  0.397
H (2.490, 4.072, 0.939)  0.256

Calculated values
energy above the lowest of the compared OMol25 structures with the same formula, charge and spin: 0.0 kcal per mole
HOMO level: -0.2752 hartree
net charge: 0
multiplicity: 1
calculated total energy: -2395.07097 a.u.


Record 4
DFT (ωB97M-V/def2-TZVPD) results for a 2-piece molecular cluster, C4H11NS overall.

Last column: Mulliken charge in e.
Geometry (Å):
C (-0.675, 1.529, -1.462)  -0.733
C (-0.552, 0.305, -1.945)  -0.003
N (-1.145, -0.851, -1.415)  -0.452
H (-1.325, 1.825, -0.640)  0.196
H (-0.127, 2.367, -1.869)  0.241
H (0.108, 0.141, -2.788)  0.285
H (-2.016, -0.658, -0.936)  0.243
H (-1.329, -1.557, -2.115)  0.224
C (-0.423, -0.371, 2.130)  -0.660
S (1.321, -0.637, 2.465)  -0.106
C (2.025, -0.310, 0.844)  -0.577
H (-0.775, -0.962, 1.289)  0.156
H (-0.653, 0.682, 1.955)  0.228
H (-0.952, -0.701, 3.020)  0.328
H (2.887, -0.951, 0.706)  0.323
H (1.310, -0.576, 0.072)  0.047
H (2.322, 0.725, 0.689)  0.261

Calculated values
energy above the lowest of the compared OMol25 structures with the same formula, charge and spin: 20.1 kcal per mole
HOMO level: -0.3022 hartree
net charge: 0
SMILES string: C=CN.CSC
multiplicity: 1
calculated total energy: -611.91006 a.u.


Record 5
DFT (ωB97M-V/def2-TZVPD) results for C31H62P2RuSi2 as an isolated structure at a distorted geometry.

Last column: Löwdin spin population.
Geometry (Å):
Ru (-0.180, -0.951, 0.538)  2.146
C (1.893, 0.436, -0.901)  0.289
C (1.203, 0.366, -2.133)  0.248
C (-0.269, 1.312, -0.620)  0.272
C (0.981, 0.958, 0.111)  0.082
C (-0.114, 0.893, -1.965)  0.167
C (3.335, 0.184, -0.690)  0.042
H (3.696, -0.635, -1.322)  0.005
H (3.518, -0.087, 0.355)  0.004
H (3.945, 1.073, -0.911)  0.017
C (1.450, 1.818, 1.227)  0.012
H (2.450, 1.525, 1.570)  0.001
H (0.758, 1.748, 2.069)  0.001
H (1.502, 2.879, 0.921)  0.004
C (-1.175, 2.385, -0.182)  0.046
H (-0.796, 3.384, -0.466)  0.020
H (-1.287, 2.392, 0.908)  0.003
H (-2.167, 2.282, -0.637)  0.006
C (-1.092, 1.143, -3.056)  0.015
H (-0.934, 2.117, -3.541)  0.007
H (-2.108, 1.145, -2.647)  0.001
H (-1.031, 0.370, -3.827)  0.002
C (1.775, -0.099, -3.412)  0.036
H (2.220, 0.725, -4.004)  0.015
H (1.004, -0.569, -4.044)  0.005
H (2.572, -0.840, -3.240)  0.004
C (0.666, -5.608, 0.888)  0.004
C (1.675, -5.190, 0.089)  0.005
C (1.825, -5.630, -1.338)  0.002
C (0.488, -5.662, -2.121)  0.000
C (-0.505, -4.588, -1.746)  0.000
C (-1.547, -4.842, -0.915)  0.003
C (-1.678, -6.133, -0.152)  0.001
C (-0.345, -6.660, 0.487)  0.001
H (2.269, -6.641, -1.373)  0.000
H (0.060, -6.673, -2.058)  0.000
H (2.530, -4.971, -1.868)  0.000
H (0.083, -7.445, -0.160)  0.000
H (0.778, -5.474, 1.977)  0.000
H (2.563, -4.715, 0.518)  0.000
H (-0.630, -7.192, 1.407)  0.000
H (-2.429, -6.019, 0.647)  0.000
H (-2.506, -4.333, -1.025)  0.000
H (-2.082, -6.945, -0.791)  0.000
H (0.724, -5.550, -3.188)  0.000
H (-0.518, -3.749, -2.441)  0.000
P (0.603, -2.787, 1.487)  0.158
P (-2.349, -1.724, -0.078)  0.116
C (-1.064, -3.612, 1.786)  0.041
C (-2.416, -3.029, 1.281)  0.028
H (-1.148, -3.912, 2.845)  0.003
H (-0.921, -4.556, 1.260)  0.004
H (-3.042, -3.855, 0.910)  0.003
H (-2.949, -2.583, 2.136)  0.001
C (-4.009, -1.016, -0.099)  0.025
H (-3.954, -0.051, -0.611)  0.001
H (-4.405, -0.868, 0.908)  0.000
H (-4.703, -1.654, -0.663)  0.005
C (-2.172, -2.008, -1.883)  0.011
H (-2.706, -2.894, -2.245)  0.002
H (-1.104, -2.092, -2.120)  0.001
H (-2.547, -1.136, -2.432)  0.000
C (1.984, -3.246, 2.572)  0.030
H (2.860, -2.645, 2.285)  0.000
H (2.282, -4.302, 2.541)  0.006
H (1.732, -3.009, 3.614)  0.001
C (1.290, -2.719, -0.269)  0.044
H (1.154, -1.820, -0.903)  0.011
H (0.809, -3.507, -0.854)  0.004
H (2.378, -2.862, -0.205)  0.004
C (-0.180, -2.019, 4.949)  -0.001
Si (0.273, -0.408, 4.061)  0.010
C (0.175, 0.889, 5.445)  0.002
C (2.088, -0.290, 3.572)  0.010
C (-0.952, -0.290, 2.562)  -0.012
Si (-2.227, 1.069, 3.059)  0.010
C (-1.458, 2.760, 3.429)  0.003
C (-3.615, 1.507, 1.856)  0.001
C (-3.176, 0.428, 4.572)  -0.002
H (0.542, -2.175, 5.765)  0.000
H (-0.194, -2.915, 4.318)  0.000
H (-1.177, -1.917, 5.402)  0.000
H (0.760, 0.487, 6.286)  0.000
H (0.631, 1.842, 5.150)  0.000
H (-0.831, 1.097, 5.820)  0.000
H (2.690, -1.013, 4.140)  0.000
H (2.273, -0.475, 2.505)  0.006
H (2.476, 0.714, 3.805)  0.000
H (-1.513, -1.243, 2.587)  0.006
H (-1.985, 3.529, 2.845)  0.000
H (-1.613, 2.991, 4.493)  0.000
H (-0.388, 2.861, 3.225)  0.000
H (-4.513, 0.912, 2.063)  0.000
H (-3.890, 2.565, 1.992)  0.000
H (-3.358, 1.374, 0.803)  0.001
H (-3.525, -0.603, 4.415)  0.000
H (-2.611, 0.456, 5.509)  0.000
H (-4.060, 1.074, 4.683)  0.000

Calculated values
<S²>: 6.046
HOMO level (spin up / spin down): -0.4608 / -0.5121 hartree
net charge: +2
multiplicity: 5
calculated total energy: -2574.22341 a.u.


Record 6
DFT (ωB97M-V/def2-TZVPD) results for one molecule with the formula C3H9NS at a distorted geometry.

Last column: Mulliken charge in e.
Geometry (Å):
C (-1.891, 0.918, 0.374)  -0.711
S (-1.124, -0.525, -0.451)  -0.087
C (0.449, -0.902, 0.556)  -0.701
C (1.930, -0.301, 0.066)  -0.485
N (1.858, 1.116, -0.286)  -0.631
H (-2.972, 0.648, 0.725)  0.279
H (-1.309, 1.225, 1.266)  0.232
H (-1.960, 1.647, -0.396)  0.252
H (0.275, -0.636, 1.675)  0.313
H (0.640, -1.947, 0.421)  0.357
H (2.520, -0.296, 0.993)  0.346
H (2.222, -0.984, -0.807)  0.318
H (1.338, 1.579, 0.431)  0.254
H (1.289, 1.073, -1.075)  0.264

Calculated values
energy above the lowest of the compared OMol25 structures with the same formula, charge and spin: 29.4 kcal per mole
HOMO level: -0.3149 hartree
net charge: 0
SMILES string: CSCCN
multiplicity: 1
calculated total energy: -572.59327 a.u.